Entry 1:
DFT (ωB97M-V/def2-TZVPD) results for C16H21N3O2SZr as an isolated structure.

E_tot	-1380.2601	a.u.
gap between HOMO and LUMO (spin up / spin down)	2.72 / 2.72	eV
charge	+4

Last column: Löwdin charge in e.
Positions of all 44 atoms, in Å:
N1 -0.7670 -1.3198 -2.3596  0.10
C1 -0.8402 -2.0706 -3.2661  -0.20
C2 -1.4436 -2.9559 -4.2479  -0.01
H1 -1.1351 -3.9960 -4.0483  0.11
H2 -1.1424 -2.6644 -5.2671  0.12
H3 -2.5442 -2.8574 -4.1343  0.13
N2 0.2611 2.8037 -0.3645  0.09
C3 0.1864 3.9831 -0.4136  -0.19
C4 -0.2449 5.3589 -0.3130  -0.02
H4 -0.0658 5.8865 -1.2664  0.12
H5 0.3167 5.8667 0.4896  0.12
H6 -1.3368 5.3588 -0.0695  0.13
N3 1.4377 -0.9392 2.2375  0.10
C5 2.1352 -1.5619 2.9387  -0.20
C6 2.5774 -2.2775 4.1320  -0.01
H7 2.0198 -1.8511 4.9905  0.13
H8 3.6603 -2.1524 4.2859  0.11
H9 2.3324 -3.3490 4.0172  0.11
Zr1 1.8107 0.1946 -0.8854  1.69
C7 -0.7856 0.9709 1.8896  -0.01
O1 -1.5367 0.6211 2.7502  0.02
C8 -2.0177 0.7605 -0.6888  0.00
O2 -3.1467 0.3352 -0.6225  0.01
C9 2.5172 0.1269 -2.8690  -0.11
C10 2.9393 -1.1004 -2.1487  -0.11
C11 3.5835 -0.9869 -0.8007  -0.11
C12 3.7969 0.3526 -0.1976  -0.11
C13 3.3814 1.5732 -0.9331  -0.13
C14 2.7454 1.4612 -2.2601  -0.13
H10 2.0801 0.0385 -3.8899  0.18
H11 2.8070 -2.0866 -2.6277  0.17
H12 3.9352 -1.8872 -0.2667  0.17
H13 4.3208 0.4343 0.7817  0.18
H14 3.5933 2.5912 -0.5049  0.19
H15 2.4792 2.3955 -2.8265  0.19
C15 -3.0542 -2.0431 1.6178  -0.25
S1 -1.4248 -2.2082 0.8742  1.11
C16 -1.3853 -3.9948 0.9920  -0.25
H16 -3.3325 -0.9876 1.6677  0.05
H17 -3.0212 -2.4582 2.6322  0.12
H18 -3.7798 -2.5815 0.9965  0.12
H19 -1.4525 -4.3002 2.0425  0.11
H20 -2.2151 -4.4239 0.4187  0.11
H21 -0.4349 -4.3340 0.5716  0.07

Atomic forces in eV per Å
N 1.7 -1.3 -1.4
C -1.5 1.6 2.2
C 0.2 -0.4 -0.4
H -0.1 0.4 -0.2
H -0.2 -0.2 0.3
H 0.6 0.0 -0.1
N 1.4 2.3 -0.8
C -0.8 -3.6 0.6
C -0.1 0.7 -0.1
H -0.2 -0.2 0.4
H -0.2 -0.2 -0.3
H 0.8 0.0 -0.2
N 1.6 -0.7 -0.9
C -2.0 0.8 0.4
C 0.5 -0.2 0.0
H 0.3 -0.2 -0.4
H -0.4 -0.1 0.1
H 0.2 0.4 0.1
Zr -14.2 -0.1 6.8
C -4.3 -2.1 5.4
O 4.4 2.1 -5.1
C -7.7 -2.9 0.2
O 7.6 2.9 -0.4
C 4.0 0.2 -2.1
C 0.4 1.0 -1.7
C 1.5 1.2 0.6
C 4.1 0.2 -1.9
C 2.6 -0.1 1.7
C 0.4 -0.5 -3.1
H 0.4 0.1 0.9
H 0.1 0.6 0.3
H -0.3 0.6 -0.3
H -0.4 0.0 -0.8
H -0.3 -1.2 -0.4
H 0.2 -1.1 0.6
C 0.4 1.4 -0.3
S -1.6 -1.2 0.8
C 1.4 0.4 -0.7
H 0.1 -0.1 0.0
H 0.0 -0.3 0.0
H 0.0 -0.3 0.0
H -0.2 0.1 0.1
H -0.2 0.1 0.1
H -0.2 -0.1 0.1

Entry 2:
DFT (ωB97M-V/def2-TZVPD) results for one molecule with the formula C16H21N3O5.

E_tot	-1162.7400	a.u.
gap between HOMO and LUMO	8.98	eV
relative energy (zero: lowest compared OMol25 entry of this formula, charge and spin)	2.5860	eV
SMILES	Cc1cc(OCCCCN2C(=O)NC(C)(C)C2=O)ccc1[N+](=O)[O-]

Last column: Löwdin charge in e.
Positions of all 45 atoms, in Å:
C1 2.3654 3.4237 1.6212  -0.04
C2 2.6998 2.3056 0.6920  -0.17
C3 1.9665 1.1288 0.7749  0.04
C4 2.2090 0.0449 -0.0645  -0.25
C5 3.2250 0.1433 -1.0269  0.01
C6 3.9580 1.2949 -1.1250  0.01
C7 3.7134 2.3791 -0.2753  -0.12
N1 4.5373 3.5332 -0.4536  -0.35
O1 4.4842 4.4331 0.3633  0.07
O2 5.2683 3.5573 -1.4277  0.06
H1 4.7444 1.3894 -1.8580  0.12
H2 3.4091 -0.6986 -1.6736  0.12
O3 1.5412 -1.1211 -0.0352  -0.02
C8 0.4983 -1.3099 0.9100  -0.19
C9 -0.1564 -2.6513 0.5888  -0.15
C10 -1.1314 -3.1246 1.6649  -0.16
H3 -0.6005 -3.2695 2.6071  0.12
C11 -2.2915 -2.1584 1.9228  -0.11
N2 -3.0176 -1.8462 0.7130  0.07
C12 -2.9354 -0.6667 0.0428  -0.39
O4 -2.2698 0.2888 0.3612  0.10
C13 -3.8451 -0.7883 -1.1817  -0.46
N3 -4.3453 -2.1351 -1.0222  0.16
C14 -3.8822 -2.7589 0.0835  -0.49
O5 -4.1340 -3.8647 0.4808  0.11
H4 -5.0094 -2.5604 -1.6450  0.17
C15 -3.0207 -0.6326 -2.4609  0.00
H5 -2.5128 0.3279 -2.4467  0.09
H6 -3.6661 -0.6817 -3.3346  0.09
H7 -2.2746 -1.4212 -2.5301  0.09
C16 -4.9650 0.2507 -1.1106  0.00
H8 -4.5301 1.2449 -1.0564  0.09
H9 -5.5967 0.1856 -1.9933  0.09
H10 -5.5764 0.0876 -0.2258  0.09
H11 -1.9355 -1.2105 2.3307  0.13
H12 -2.9903 -2.6195 2.6259  0.13
H13 -1.5486 -4.0852 1.3589  0.11
H14 0.6337 -3.3955 0.4751  0.12
H15 -0.6682 -2.5686 -0.3718  0.11
H16 0.9178 -1.3245 1.9254  0.14
H17 -0.2296 -0.4957 0.8291  0.10
H18 1.1830 1.0741 1.5136  0.11
H19 3.1967 3.6180 2.2971  0.09
H20 2.1913 4.3467 1.0715  0.09
H21 1.4800 3.1814 2.2034  0.08

Atomic forces in eV per Å
C -0.1 0.2 0.2
C 0.4 0.2 -0.3
C -0.2 -0.3 0.0
C 0.3 0.3 -0.1
C -0.3 -0.1 0.2
C 0.1 0.2 0.0
C -0.8 -1.2 0.1
N 0.5 0.6 -0.2
O 0.0 0.1 0.2
O 0.1 0.1 -0.1
H 0.0 0.0 0.0
H 0.0 -0.1 -0.1
O 0.1 -0.1 -0.2
C -0.3 -0.2 0.1
C 0.2 0.3 0.2
C 0.0 0.2 -0.2
H 0.0 -0.1 0.1
C 0.1 -0.3 0.2
N 0.0 -0.1 0.2
C -0.2 0.0 -0.2
O 0.0 0.3 -0.1
C 0.0 0.3 -0.3
N -0.2 0.1 -0.3
C 0.0 0.1 -0.1
O 0.0 -0.4 0.3
H 0.0 -0.1 0.1
C 0.0 0.0 0.3
H 0.0 0.1 -0.1
H -0.1 0.0 -0.1
H 0.1 -0.1 0.0
C 0.2 -0.1 0.1
H 0.0 0.1 0.0
H -0.1 0.0 -0.1
H -0.1 0.0 0.1
H -0.1 -0.1 0.0
H 0.1 0.1 0.0
H 0.0 0.0 0.1
H 0.0 0.0 -0.1
H 0.0 0.0 -0.1
H 0.0 0.0 -0.1
H 0.1 -0.1 0.1
H -0.1 0.0 0.1
H 0.0 0.1 0.0
H 0.0 0.0 0.1
H -0.1 -0.1 0.0

Entry 3:
DFT (ωB97M-V/def2-TZVPD) results for one molecule with the formula C16H21NO3.

E_tot	-902.7327	a.u.
gap between HOMO and LUMO	8.61	eV
relative energy (zero: lowest compared OMol25 entry of this formula, charge and spin)	2.2866	eV
SMILES	COc1ccc(NC(=O)C2CC2)cc1OC1CCCC1

Last column: Löwdin charge in e.
Positions of all 41 atoms, in Å:
C1 4.2537 2.2844 0.2245  -0.09
H1 4.1399 2.4396 1.3034  0.10
O1 3.4774 1.2062 -0.2294  -0.08
C2 2.1195 1.2972 -0.1379  -0.21
C3 1.4350 2.3480 0.4561  -0.02
C4 0.0523 2.3412 0.5262  -0.03
C5 -0.6756 1.2906 -0.0143  -0.22
C6 0.0004 0.2504 -0.6440  0.07
C7 1.3832 0.2292 -0.6911  -0.20
O2 2.0593 -0.7651 -1.3527  0.00
C8 2.2466 -2.0172 -0.7031  -0.30
H2 2.9525 -2.5161 -1.3744  0.15
C9 2.8066 -1.9057 0.7191  -0.12
H3 3.4712 -1.0497 0.8159  0.11
C10 1.5789 -1.8151 1.6275  -0.17
C11 0.4749 -2.6126 0.9122  -0.17
H4 -0.4637 -2.0608 0.9112  0.09
C12 0.9703 -2.8553 -0.5230  -0.12
H5 1.2277 -3.9055 -0.6632  0.11
H6 0.2225 -2.5965 -1.2690  0.11
H7 0.2991 -3.5633 1.4155  0.10
H8 1.7890 -2.2154 2.6192  0.10
H9 1.2761 -0.7740 1.7463  0.10
H10 3.3724 -2.8120 0.9395  0.12
H11 -0.5597 -0.5492 -1.0945  0.11
N1 -2.0743 1.3240 0.0796  0.13
C13 -2.9545 0.2930 -0.0886  -0.44
O3 -2.6326 -0.8390 -0.3846  0.07
C14 -4.3764 0.6896 0.1339  -0.20
C15 -5.4236 -0.0237 -0.6849  -0.10
C16 -5.2843 -0.3398 0.7608  -0.10
H12 -4.8285 -1.2818 1.0244  0.11
H13 -6.0377 0.0059 1.4519  0.10
H14 -5.0614 -0.7533 -1.3927  0.11
H15 -6.2760 0.5466 -1.0205  0.10
H16 -4.5501 1.7303 0.3773  0.13
H17 -2.4484 2.2037 0.4059  0.14
H18 -0.4578 3.1656 1.0043  0.11
H19 1.9698 3.1818 0.8825  0.10
H20 4.0056 3.2111 -0.3033  0.10
H21 5.2864 2.0142 0.0090  0.09

Atomic forces in eV per Å
C 0.1 0.2 0.1
H 0.0 0.0 0.0
O -0.3 -0.2 -0.2
C 0.0 -0.2 -0.1
C 0.2 -0.1 0.0
C -0.2 -0.2 -0.1
C 0.4 0.0 0.1
C 0.1 -0.1 -0.1
C 0.2 0.3 0.0
O -0.3 0.6 -0.1
C 0.3 -0.7 0.1
H -0.1 0.0 0.1
C -0.1 0.2 -0.1
H 0.1 0.0 0.0
C 0.0 0.0 0.2
C -0.1 0.0 0.1
H -0.1 0.0 0.0
C 0.1 0.2 -0.1
H 0.0 0.0 -0.1
H 0.0 -0.1 -0.1
H -0.1 0.0 0.0
H 0.0 0.1 0.1
H 0.0 0.0 0.1
H 0.0 0.0 0.0
H 0.0 -0.1 0.0
N -0.2 0.3 0.1
C -0.2 0.3 0.1
O 0.1 -0.3 -0.1
C 0.0 0.0 0.0
C 0.0 0.0 -0.1
C 0.0 -0.1 0.1
H 0.1 0.0 0.0
H 0.0 0.1 0.0
H 0.1 -0.1 0.0
H 0.0 0.1 0.1
H -0.1 0.0 0.0
H -0.1 -0.2 -0.1
H -0.1 0.1 0.1
H 0.1 0.0 0.0
H 0.0 0.0 0.0
H -0.1 0.1 0.0

Entry 4:
DFT (ωB97M-V/def2-TZVPD) results for C16H21NO3SbZr as an isolated structure.

E_tot	-1189.0888	a.u.
gap between HOMO and LUMO	7.17	eV
charge	+3

Last column: Löwdin charge in e.
Positions of all 43 atoms, in Å:
Zr1 -0.1807 0.2065 0.5169  1.68
O1 3.5675 1.6261 0.8892  0.29
C1 2.6215 1.1235 0.4388  -0.37
O2 1.4256 0.8415 1.2461  -0.26
C2 2.3523 0.6845 -0.9682  -0.16
C3 3.3496 0.7026 -1.9105  0.08
C4 3.0356 0.2570 -3.1899  0.11
C5 1.7425 -0.1753 -3.4984  -0.11
C6 1.3902 -0.6323 -4.7991  0.04
C7 0.1154 -1.0327 -5.0647  0.01
C8 -0.8694 -0.9872 -4.0476  0.01
C9 -0.5608 -0.5511 -2.7853  -0.03
C10 0.7485 -0.1489 -2.4873  -0.18
N1 1.0814 0.2762 -1.2174  -0.04
H1 4.3390 1.0478 -1.6426  0.16
H2 3.7999 0.2439 -3.9589  0.16
H3 2.1506 -0.6514 -5.5695  0.15
H4 -0.1570 -1.3778 -6.0527  0.14
H5 -1.8817 -1.2918 -4.2802  0.14
H6 -1.3666 -0.4902 -2.0503  0.10
C11 -2.2453 -3.4009 2.8988  -0.25
Sb1 -1.2532 -1.5640 2.6201  1.35
C12 0.0466 -2.1801 0.8508  -0.35
C13 0.3354 -1.6648 4.0174  -0.27
H7 -1.4652 -4.1446 3.0433  0.04
H8 -2.8667 -3.6188 2.0351  0.03
H9 -2.8602 -3.3032 3.7918  0.04
H10 0.1808 -3.2346 1.0896  0.07
H11 1.0754 -1.7847 0.8067  0.03
H12 -0.4231 -2.1734 -0.1513  0.03
H13 0.7369 -2.6764 4.0187  0.04
H14 -0.0647 -1.4225 5.0012  0.04
H15 1.1142 -0.9475 3.7669  0.02
C14 -1.1730 2.9680 2.6829  0.04
C15 -1.7882 2.7956 1.3552  -0.34
C16 -2.7396 3.7633 0.8125  0.05
O3 -1.4661 1.7871 0.6329  -0.19
H16 -1.5314 3.8654 3.1783  0.12
H17 -0.0835 3.0111 2.5865  0.12
H18 -1.4157 2.0929 3.2950  0.11
H19 -3.4300 4.0793 1.5988  0.13
H20 -3.2444 3.4190 -0.0837  0.11
H21 -2.1425 4.6628 0.5839  0.15

Atomic forces in eV per Å
Zr -0.1 -0.1 0.5
O 0.1 0.0 0.1
C -0.5 -0.1 0.1
O -0.1 0.0 -0.5
C -0.2 -0.1 0.0
C 0.0 0.0 -0.2
C 0.1 0.1 0.1
C 0.0 -0.1 -0.2
C 0.0 0.0 0.1
C -0.1 0.0 0.1
C 0.1 0.0 -0.1
C -0.1 0.0 0.0
C 0.1 0.2 0.2
N 0.4 0.0 -0.4
H 0.0 0.0 0.0
H 0.0 0.0 0.0
H 0.0 0.0 0.0
H 0.0 0.0 0.0
H 0.0 0.0 0.0
H 0.0 0.0 0.1
C -0.1 0.0 -0.1
Sb 0.2 0.2 0.1
C 0.0 0.3 0.0
C 0.0 0.0 0.0
H -0.1 -0.1 0.0
H 0.0 -0.1 0.0
H 0.0 0.0 0.0
H 0.0 0.0 0.0
H 0.1 -0.2 0.0
H 0.0 -0.1 -0.1
H 0.0 0.0 0.1
H 0.0 0.0 0.0
H 0.0 0.0 0.0
C 0.0 0.0 0.0
C -0.2 0.0 -0.5
C 0.1 0.0 0.1
O 0.2 0.2 0.4
H 0.0 0.0 0.0
H 0.0 0.0 0.0
H 0.0 0.0 0.0
H -0.1 0.0 -0.1
H 0.0 0.0 0.0
H -0.1 0.0 0.0

Entry 5:
DFT (ωB97M-V/def2-TZVPD) results for a 2-piece molecular cluster, C16H21NO4 overall.

E_tot	-977.8966	a.u.
gap between HOMO and LUMO	3.59	eV
relative energy (zero: lowest compared OMol25 entry of this formula, charge and spin)	4.7205	eV

Last column: Löwdin charge in e.
Positions of all 42 atoms, in Å:
C1 -0.3411 -3.7980 0.5160  -0.10
C2 -1.4293 -3.0294 -0.0927  -0.21
C3 -1.5175 -2.9668 -1.5213  -0.46
O1 -0.7761 -3.6023 -2.2746  -0.03
C4 -2.6087 -2.0498 -2.0789  -0.12
C5 -3.8031 -2.0524 -1.1727  -0.17
O2 -3.4495 -1.7252 0.2041  -0.02
C6 -2.3694 -2.3182 0.7764  -0.52
O3 -2.2045 -2.2244 1.9872  0.00
H1 -0.4772 -3.8015 1.6001  0.06
H2 -0.3261 -4.8268 0.1307  0.08
H3 0.6350 -3.3531 0.2678  0.06
H4 -2.2073 -1.0269 -2.1609  0.12
H5 -2.9040 -2.3968 -3.0719  0.12
H6 -4.5296 -1.2822 -1.4477  0.12
H7 -4.2947 -3.0372 -1.1934  0.13
C7 -0.8460 5.3129 -1.2219  -0.05
O4 0.2615 4.6397 -1.8583  -0.06
C8 0.8716 3.6612 -1.1425  -0.23
C9 1.9538 2.9750 -1.7565  0.02
C10 2.5457 1.9196 -1.1051  0.00
C11 2.0733 1.4772 0.1674  -0.19
C12 2.6260 0.2954 0.7667  0.03
N1 2.0432 -0.4779 1.6655  -0.13
C13 2.8420 -1.4867 2.3721  0.00
C14 0.5929 -0.5105 1.8657  -0.01
C15 1.0746 2.2480 0.8127  -0.01
C16 0.4606 3.2997 0.1652  0.01
H8 -1.2171 6.0022 -1.9753  0.10
H9 -1.6318 4.6030 -0.9354  0.10
H10 -0.5124 5.8623 -0.3328  0.10
H11 2.2767 3.3012 -2.7444  0.13
H12 3.3823 1.3876 -1.5594  0.13
H13 3.6230 -0.0413 0.4561  0.16
H14 2.1724 -2.0901 2.9888  0.10
H15 3.3634 -2.1248 1.6449  0.11
H16 3.6071 -1.0257 3.0132  0.10
H17 0.3177 -1.4884 2.2712  0.09
H18 0.2452 0.2553 2.5727  0.10
H19 0.0658 -0.3703 0.9125  0.12
H20 0.7653 2.0293 1.8322  0.11
H21 -0.3536 3.8371 0.6567  0.11

Atomic forces in eV per Å
C 0.5 -0.5 0.3
C -1.8 1.4 -0.7
C -0.4 0.0 1.4
O 0.4 0.0 -0.6
C 0.3 0.1 -0.1
C 0.1 0.1 0.9
O -0.8 0.3 -0.4
C 1.8 -1.3 -1.5
O -0.4 0.6 0.5
H 0.1 -0.1 0.0
H 0.2 0.1 0.2
H 0.2 -0.2 0.1
H -0.1 -0.2 -0.1
H 0.1 0.1 0.0
H 0.0 -0.2 0.0
H 0.1 0.2 0.1
C 0.2 -0.1 -0.1
O 0.3 -0.6 0.8
C -0.2 -0.1 0.0
C -0.5 0.4 0.1
C -0.1 -0.4 0.6
C -0.2 0.5 -0.2
C -0.3 -0.7 0.8
N 0.7 0.9 -1.2
C 0.4 -0.4 0.0
C -0.9 0.1 0.5
C 0.0 -0.3 -0.3
C 0.1 0.4 -0.4
H 0.0 0.0 0.1
H 0.2 0.1 -0.2
H 0.0 -0.1 -0.2
H 0.0 -0.1 0.3
H -0.3 0.1 0.0
H -0.2 0.3 0.2
H 0.2 0.1 -0.2
H -0.3 0.1 0.2
H -0.4 0.0 -0.2
H 0.0 0.2 -0.2
H 0.2 -0.4 -0.1
H 0.2 -0.1 0.2
H 0.1 0.0 -0.3
H 0.5 -0.2 -0.1

Number 1: strongest force on any atom 0.3063 Eh/bohr. Number 2: strongest force on any atom 0.0276 Eh/bohr. Number 3: strongest force on any atom 0.0147 Eh/bohr. Number 4: strongest force on any atom 0.0110 Eh/bohr. Number 5: strongest force on any atom 0.0526 Eh/bohr.